Run a
The following is a DFT calculation (ωB97M-V/def2-TZVPD) of a 2-piece molecular cluster, C5H12N2O2 overall.

For the HOMO energy, the calculation gives -9.2 eV. As for the LUMO energy: 0.81 eV. Its structure (SMILES) is NC(=O)NO.C=C(C)C. As for the charge: 0.

CARTESIAN COORDINATES (ANGSTROEM)
C (-0.60, 2.50, -0.87)
C (1.42, 1.00, -1.12)
C (0.37, 1.56, -0.21)
C (0.31, 1.26, 1.07)
H (2.20, 1.74, -1.30)
H (-1.23, 2.99, -0.14)
H (-1.23, 1.94, -1.56)
H (-0.06, 3.26, -1.44)
H (1.89, 0.12, -0.68)
H (0.99, 0.73, -2.09)
H (-0.44, 1.69, 1.72)
H (1.00, 0.58, 1.53)
N (-1.25, -1.61, 0.18)
C (-0.14, -2.34, 0.61)
N (-0.38, -3.05, 1.74)
O (-1.04, -0.99, -1.07)
O (0.90, -2.37, -0.02)
H (-0.10, -1.19, -1.28)
H (-1.64, -0.94, 0.82)
H (0.31, -3.73, 2.02)
H (-1.31, -3.13, 2.11)

***

Run b
The following is a DFT calculation (ωB97M-V/def2-TZVPD) of a 2-piece molecular cluster, C5H12N2O2 overall.

For the HOMO energy, the calculation gives -8.4 eV. As for the LUMO energy: 0.33 eV. As for the charge: 0.

CARTESIAN COORDINATES (ANGSTROEM)
C (3.53, -0.80, -0.35)
N (2.26, -0.12, -0.52)
O (2.09, 0.28, -1.80)
O (1.18, -1.42, -0.76)
H (1.28, -0.85, -1.74)
H (0.34, -1.06, -0.31)
H (3.79, -1.42, -1.21)
H (3.49, -1.40, 0.56)
H (4.27, -0.01, -0.22)
C (-2.83, 1.29, 0.85)
C (-1.54, 0.84, 0.21)
C (-1.69, -1.31, 1.16)
C (-0.78, 1.64, -0.55)
N (-1.08, -0.48, 0.42)
H (-2.77, 1.24, 1.94)
H (-3.04, 2.33, 0.57)
H (-3.67, 0.67, 0.53)
H (-2.61, -1.09, 1.71)
H (-1.28, -2.31, 1.26)
H (0.14, 1.30, -1.00)
H (-1.08, 2.66, -0.73)

***

List of relative energies, unit kJ/mol: run a 0.0; run b 415.1

***

Run a
The following is a DFT calculation (ωB97M-V/def2-TZVPD) of C3H4LiO4Yb as an isolated structure.

For the HOMO energy, the calculation gives -9.9 eV. As for the LUMO energy: -4.09 eV. As for the charge: +1.

CARTESIAN COORDINATES (ANGSTROEM)
H (0.15, 1.40, 1.73)
C (0.53, 1.93, 0.85)
C (1.44, 3.06, 0.98)
O (1.92, 1.75, 0.62)
H (1.46, 3.79, 0.17)
H (1.74, 3.42, 1.97)
O (-0.27, 1.85, -0.26)
H (-1.00, 1.20, -0.13)
O (-0.96, -2.79, -1.08)
C (-1.49, -1.75, -1.13)
Li (-0.72, -4.73, -1.19)
Yb (-0.53, -8.25, -1.36)
O (-2.27, -0.90, -1.16)

***

Run b
The following is a DFT calculation (ωB97M-V/def2-TZVPD) of C3H4LiO4Yb as an isolated structure.

For the HOMO energy, the calculation gives -9.7 eV. As for the LUMO energy: -4.59 eV. As for the charge: +1.

CARTESIAN COORDINATES (ANGSTROEM)
H (-1.19, -0.25, 1.40)
C (-0.46, -1.02, 1.15)
C (-0.46, -2.34, 1.77)
O (-0.95, -2.11, 0.44)
H (0.47, -2.90, 1.82)
H (-1.22, -2.57, 2.52)
O (0.72, -0.44, 0.70)
H (1.25, 0.65, 1.17)
O (1.50, 1.65, 0.12)
C (0.98, 0.95, -0.75)
Yb (-0.79, 4.58, -5.83)
Li (-0.09, 2.64, -2.85)
O (0.24, 1.15, -1.67)

***

List of relative energies, unit kJ/mol: run a 0.0; run b 256.5

***

Run a
The following is a DFT calculation (ωB97M-V/def2-TZVPD) of one molecule with the formula C4H4O2S.

For the HOMO energy, the calculation gives -9.7 eV. As for the LUMO energy: 0.62 eV. Its structure (SMILES) is O=C1O[C@H]2C[C@H]2S1. As for the charge: 0.

CARTESIAN COORDINATES (ANGSTROEM)
C (1.83, -0.02, 0.04)
C (-0.37, -0.64, -0.47)
C (-1.09, -0.07, 0.73)
C (-0.58, 0.84, -0.35)
H (-0.78, -1.28, -1.24)
H (-2.16, -0.16, 0.77)
H (-0.60, -0.28, 1.67)
H (-1.23, 1.34, -1.06)
O (2.99, -0.26, 0.16)
O (0.96, -1.04, -0.21)
S (1.04, 1.59, -0.04)

***

Run b
The following is a DFT calculation (ωB97M-V/def2-TZVPD) of one molecule with the formula C4H4O2S.

For the HOMO energy, the calculation gives -9.0 eV. As for the LUMO energy: -1.25 eV. Its structure (SMILES) is C=CC(=S)C(=O)O. As for the charge: 0.

CARTESIAN COORDINATES (ANGSTROEM)
C (0.28, -0.26, -1.48)
C (0.42, -0.33, 0.05)
C (-0.72, 0.28, 0.76)
C (-0.56, 0.75, 1.96)
H (0.67, -1.32, -2.98)
H (-1.60, 0.41, 0.15)
H (-1.35, 1.17, 2.58)
H (0.49, 0.83, 2.45)
O (0.83, -1.32, -2.01)
O (-0.35, 0.60, -2.08)
S (1.88, -0.81, 0.60)

***

Run c
The following is a DFT calculation (ωB97M-V/def2-TZVPD) of one molecule with the formula C4H4O2S.

For the HOMO energy, the calculation gives -8.8 eV. As for the LUMO energy: 0.23 eV. Its structure (SMILES) is Cc1cc(=O)so1. As for the charge: 0.

CARTESIAN COORDINATES (ANGSTROEM)
C (-0.46, 0.95, 0.14)
C (0.25, -0.17, 0.00)
C (-1.89, 0.86, 0.05)
C (1.66, -0.63, -0.09)
O (-2.76, 1.67, -0.09)
O (-0.65, -1.52, -0.11)
S (-2.17, -1.00, 0.04)
H (-0.05, 1.87, 0.27)
H (2.36, 0.26, -0.29)
H (1.61, -1.40, -0.71)
H (2.10, -0.88, 0.80)

***

List of relative energies, unit kJ/mol: run a 0.0; run b 39.8; run c 133.3

***

Run a
The following is a DFT calculation (ωB97M-V/def2-TZVPD) of one molecule with the formula C4H4O2S.

For the HOMO energy, the calculation gives -8.6 eV. As for the LUMO energy: 0.58 eV. Its structure (SMILES) is Cc1coc(=O)s1. As for the charge: 0.

CARTESIAN COORDINATES (ANGSTROEM)
C (-1.63, 0.81, 0.93)
C (-1.04, -0.22, 0.07)
C (-3.59, 0.19, -0.07)
C (0.35, -0.60, 0.18)
O (-4.77, 0.08, -0.25)
O (-2.99, 0.87, 0.86)
S (-2.43, -0.93, -0.81)
H (-1.03, 1.28, 1.73)
H (0.33, -1.56, 0.76)
H (1.02, 0.06, 0.79)
H (0.70, -0.69, -0.77)

***

Run b
The following is a DFT calculation (ωB97M-V/def2-TZVPD) of one molecule with the formula C4H4O2S.

For the HOMO energy, the calculation gives -8.9 eV. As for the LUMO energy: -0.47 eV. As for the charge: 0.

CARTESIAN COORDINATES (ANGSTROEM)
C (0.62, 1.09, -0.09)
C (-0.17, 0.84, 0.96)
C (-0.83, -2.16, 0.54)
C (1.10, 0.23, -1.10)
O (-1.99, -0.54, 2.26)
O (0.55, 0.18, -2.28)
S (-1.09, -0.69, 1.13)
H (1.20, 2.01, -0.08)
H (-0.35, 1.52, 1.77)
H (-0.07, -2.07, -0.24)
H (1.02, -0.42, -2.89)

***

Run c
The following is a DFT calculation (ωB97M-V/def2-TZVPD) of one molecule with the formula C4H4O2S.

For the HOMO energy, the calculation gives -9.6 eV. As for the LUMO energy: -1.34 eV. Its structure (SMILES) is C=COC(=S)C=O. As for the charge: 0.

CARTESIAN COORDINATES (ANGSTROEM)
C (-2.37, -0.13, -0.24)
C (-1.28, 0.35, 0.27)
C (1.20, 0.35, -0.02)
C (2.33, -0.60, -0.15)
H (-3.25, 0.38, 0.33)
H (-2.53, -1.04, -0.90)
H (-1.24, 1.08, 1.07)
H (3.36, -0.29, -0.62)
O (-0.03, -0.27, 0.05)
O (2.24, -1.78, 0.22)
S (1.56, 1.96, 0.00)

***

Run d
The following is a DFT calculation (ωB97M-V/def2-TZVPD) of one molecule with the formula C4H4O2S.

For the HOMO energy, the calculation gives -9.4 eV. As for the LUMO energy: -0.88 eV. Its structure (SMILES) is O=C/C=C\OC=S. As for the charge: 0.

CARTESIAN COORDINATES (ANGSTROEM)
C (0.01, 1.36, -1.20)
C (0.54, 0.08, 0.95)
C (-0.19, -0.94, 1.53)
C (-1.54, -1.40, 1.16)
H (-1.08, 1.75, -1.54)
H (1.63, 0.42, 1.28)
H (0.37, -1.52, 2.25)
H (-2.23, -0.96, 0.48)
O (-0.23, 0.73, -0.05)
O (-1.87, -2.51, 1.64)
S (1.58, 1.25, -1.86)

***

List of relative energies, unit kJ/mol: run a 0.0; run b 620.3; run c 132.1; run d 195.9